ORCA calculation (ωB97M-V/def2-TZVPD) on C4H2F2O as an isolated structure.

```
! wB97M-V def2-TZVPD RIJCOSX def2/J DEFGRID3
* xyz 0 1
C 2.92 -0.93 -0.79
C 1.71 -1.16 -0.90
C -0.47 0.03 -0.43
C 0.47 -0.82 -1.32
O 0.06 0.11 0.80
F 0.04 -1.19 -2.49
F -0.82 1.62 -0.82
H -1.53 -0.10 -0.58
H 1.08 0.00 0.68
*
```

The calculation puts the gap between HOMO and LUMO (alpha / beta) at 0.3229 / 0.3229 Ha. Its energy above the lowest of the compared OMol25 structures with the same formula, charge and spin is 498.9 kJ/mol.

Atomic partial charges in e from the natural (NBO) method, atoms 1 to 2: 0.19 -0.57